# 1
Below is a cluster of 3 separate species, C31H53N3O10P2S in total in a non-equilibrium geometry, with properties calculated with ωB97M-V/def2-TZVPD.

Cartesian coordinates (Å):
1 N -0.07517 6.68481 3.39866
2 C 0.37032 5.39284 3.75006
3 O 0.17468 4.97297 4.86507
4 C 1.10512 4.56121 2.72659
5 C 0.14118 3.71488 1.83932
6 C 0.27880 2.22720 2.09645
7 C 1.38059 1.53685 1.55927
8 C 2.36604 2.33348 0.70743
9 C 3.63922 1.57427 0.31708
10 C 4.58717 1.32423 1.49604
11 C 6.02228 1.03388 1.02938
12 O 5.99988 0.13178 -0.08432
13 C 1.56803 0.18091 1.78172
14 C 0.61141 -0.50114 2.52608
15 C -0.47531 0.16773 3.03704
16 C -0.67863 1.53667 2.85232
17 N -1.81587 2.14535 3.42125
18 C -3.03078 1.51446 3.10389
19 C -4.12906 2.20514 2.60199
20 C -5.29958 1.54026 2.28841
21 C -5.43271 0.16879 2.46239
22 C -4.35000 -0.52802 2.99338
23 N -4.38523 -1.94050 3.19624
24 C -3.17030 0.14281 3.30877
25 S -1.73589 -0.68428 3.96873
26 H -0.51501 7.05222 4.23809
27 H 0.72486 7.28475 3.21636
28 H 1.74421 3.87891 3.28756
29 H 1.76132 5.21129 2.14059
30 H 0.38997 3.93198 0.79998
31 H -0.88606 4.04800 1.98872
32 H 2.64491 3.27546 1.18236
33 H 1.86415 2.60092 -0.23268
34 H 3.42064 0.66014 -0.23500
35 H 4.19391 2.20890 -0.38448
36 H 4.26880 0.46619 2.09649
37 H 4.60066 2.17271 2.19054
38 H 6.56573 0.51012 1.82465
39 H 6.57450 1.93270 0.75812
40 H 5.75708 -0.73816 0.24339
41 H 2.40841 -0.37684 1.39905
42 H 0.69053 -1.56433 2.72413
43 H -1.84413 3.14011 3.26608
44 H -4.08357 3.27967 2.45219
45 H -6.15520 2.07248 1.88827
46 H -6.33159 -0.37339 2.19582
47 H -5.36086 -2.21817 3.24432
48 H -4.00898 -2.10181 4.12566
49 C 5.26162 1.43824 -4.43841
50 C 4.67629 2.38391 -3.40644
51 O 4.13010 3.55792 -4.01697
52 P 2.64524 3.48887 -4.65814
53 O 1.71518 3.29734 -3.51595
54 O 2.40334 5.08138 -4.99224
55 C 1.15698 5.71210 -4.69291
56 C 1.30279 6.60835 -3.48215
57 O 3.16368 3.21103 -6.17165
58 C 2.25346 3.43678 -7.27111
59 C 2.77144 4.58282 -8.10799
60 H 4.47789 1.02258 -5.07559
61 H 5.78207 0.61350 -3.95034
62 H 5.95914 1.96637 -5.08850
63 H 3.91127 1.88354 -2.80649
64 H 5.46200 2.71712 -2.72869
65 H 0.36646 4.97683 -4.54308
66 H 0.88283 6.31224 -5.56535
67 H 1.64225 6.03883 -2.61655
68 H 0.35415 7.08788 -3.23465
69 H 2.04810 7.38218 -3.67167
70 H 1.24129 3.63605 -6.91271
71 H 2.22405 2.52299 -7.86561
72 H 2.74939 5.51799 -7.55067
73 H 2.16957 4.70284 -9.00954
74 H 3.80934 4.40805 -8.39364
75 C -2.39934 -3.93199 1.31601
76 C -3.83347 -4.42603 1.27342
77 O -3.90841 -5.74987 0.72228
78 P -3.58780 -7.01555 1.67423
79 O -4.67784 -7.06523 2.68140
80 O -4.03198 -8.24684 0.67518
81 C -4.79808 -9.34803 1.16449
82 C -6.22887 -9.24445 0.68237
83 O -2.03645 -7.15077 1.20682
84 C -1.33807 -8.38705 1.46777
85 C -1.00732 -9.05007 0.15110
86 H -1.80686 -4.51601 2.02478
87 H -2.36355 -2.88614 1.61839
88 H -1.93033 -4.03974 0.33720
89 H -4.28179 -4.40549 2.26731
90 H -4.42630 -3.77820 0.62854
91 H -4.75463 -9.40911 2.25192
92 H -4.34032 -10.25938 0.76818
93 H -6.68210 -8.30902 1.01042
94 H -6.82919 -10.07439 1.05930
95 H -6.26227 -9.25420 -0.40807
96 H -1.92867 -9.04897 2.10490
97 H -0.42019 -8.13912 2.00248
98 H -1.91127 -9.36208 -0.36961
99 H -0.37867 -9.92730 0.30948
100 H -0.48666 -8.35313 -0.50667

Cartesian forces (eV/Å) of the 2 atoms listed first:
0.370 -0.141 0.312
0.445 0.142 0.437

Values from the calculation:
**Gap between HOMO and LUMO**: 0.2958 Ha
**DFT total energy**: -3210.7364 Ha
**Structure (SMILES)**: NC(=O)CCc1c(CCCCO)ccc2c1Nc1cccc(N)c1S2.CCOP(=O)(OCC)OCC.CCOP(=O)(OCC)OCC
**HOMO level**: -7.68 eV

Atom charges from the Löwdin analysis, given in e for atoms 1 to 99: atom 1 (N): 0.125, atom 2 (C): -0.535, atom 3 (O): 0.078, atom 4 (C): -0.103, atom 5 (C): -0.105, atom 6 (C): -0.105, atom 7 (C): -0.150, atom 8 (C): -0.135, atom 9 (C): -0.210, atom 10 (C): -0.185, atom 11 (C): -0.250, atom 12 (O): -0.087, atom 13 (C): -0.033, atom 14 (C): -0.087, atom 15 (C): -0.440, atom 16 (C): -0.198, atom 17 (N): 0.106, atom 18 (C): -0.262, atom 19 (C): -0.037, atom 20 (C): -0.092, atom 21 (C): -0.045, atom 22 (C): -0.322, atom 23 (N): 0.083, atom 24 (C): -0.388, atom 25 (S): 1.027, atom 26 (H): 0.093, atom 27 (H): 0.093, atom 28 (H): 0.124, atom 29 (H): 0.114, atom 30 (H): 0.111, atom 31 (H): 0.107, atom 32 (H): 0.101, atom 33 (H): 0.124, atom 34 (H): 0.110, atom 35 (H): 0.104, atom 36 (H): 0.100, atom 37 (H): 0.120, atom 38 (H): 0.111, atom 39 (H): 0.116, atom 40 (H): 0.084, atom 41 (H): 0.101, atom 42 (H): 0.106, atom 43 (H): 0.109, atom 44 (H): 0.110, atom 45 (H): 0.104, atom 46 (H): 0.108, atom 47 (H): 0.092, atom 48 (H): 0.073, atom 49 (C): -0.074, atom 50 (C): -0.283, atom 51 (O): -0.190, atom 52 (P): 0.539, atom 53 (O): -0.227, atom 54 (O): -0.223, atom 55 (C): -0.301, atom 56 (C): -0.075, atom 57 (O): -0.197, atom 58 (C): -0.259, atom 59 (C): -0.068, atom 60 (H): 0.069, atom 61 (H): 0.078, atom 62 (H): 0.082, atom 63 (H): 0.100, atom 64 (H): 0.118, atom 65 (H): 0.104, atom 66 (H): 0.114, atom 67 (H): 0.073, atom 68 (H): 0.076, atom 69 (H): 0.077, atom 70 (H): 0.114, atom 71 (H): 0.118, atom 72 (H): 0.072, atom 73 (H): 0.081, atom 74 (H): 0.084, atom 75 (C): -0.082, atom 76 (C): -0.286, atom 77 (O): -0.193, atom 78 (P): 0.537, atom 79 (O): -0.225, atom 80 (O): -0.225, atom 81 (C): -0.304, atom 82 (C): -0.076, atom 83 (O): -0.199, atom 84 (C): -0.262, atom 85 (C): -0.069, atom 86 (H): 0.070, atom 87 (H): 0.050, atom 88 (H): 0.082, atom 89 (H): 0.088, atom 90 (H): 0.118, atom 91 (H): 0.103, atom 92 (H): 0.113, atom 93 (H): 0.077, atom 94 (H): 0.076, atom 95 (H): 0.077, atom 96 (H): 0.113, atom 97 (H): 0.117, atom 98 (H): 0.071, atom 99 (H): 0.080

# 2
Below is a structure of composition C37H45Cl5GeINO3PTl in a non-equilibrium geometry, with properties calculated with ωB97M-V/def2-TZVPD.

Cartesian coordinates (Å):
1 Tl -1.10621 1.17633 -1.50368
2 C 1.15656 -3.32879 0.60419
3 C 0.04660 -3.63567 -0.41629
4 C 0.46985 -4.81697 -1.28870
5 C -1.26116 -3.96272 0.30004
6 O -0.07949 -2.46372 -1.19515
7 Ge -1.13764 -2.18612 -2.65856
8 O -2.53654 -1.21331 -1.84897
9 C -3.89838 -1.30271 -2.21320
10 C -4.13152 -0.58789 -3.54292
11 C -4.32834 -2.76543 -2.30882
12 C -4.68727 -0.60590 -1.08877
13 O -0.36996 -0.66130 -3.35617
14 C 0.51328 -0.42635 -4.42989
15 C 0.17514 -1.33029 -5.61701
16 C 1.95168 -0.65915 -3.97092
17 C 0.28513 1.04135 -4.83489
18 H 1.34370 -4.20750 1.21276
19 H 2.07303 -3.05221 0.08913
20 H 0.84735 -2.50639 1.24846
21 H 0.63679 -5.70532 -0.68650
22 H -0.32818 -5.02103 -2.00438
23 H 1.38024 -4.57968 -1.83334
24 H -1.12872 -4.81384 0.95881
25 H -1.60324 -3.10814 0.88009
26 H -2.02034 -4.21034 -0.43846
27 H -3.58971 -1.11041 -4.33113
28 H -5.18826 -0.58046 -3.79026
29 H -3.76942 0.43786 -3.49107
30 H -3.72224 -3.25253 -3.07952
31 H -4.17054 -3.27514 -1.36045
32 H -5.37500 -2.84280 -2.58439
33 H -4.36945 0.43014 -1.00275
34 H -5.74604 -0.63574 -1.32149
35 H -4.52055 -1.11337 -0.14192
36 H 0.25967 -2.37463 -5.31048
37 H -0.84173 -1.15019 -5.95787
38 H 0.86186 -1.14173 -6.43576
39 H 2.07133 -1.69687 -3.66348
40 H 2.64627 -0.45516 -4.78012
41 H 2.18555 -0.01325 -3.12497
42 H -0.76117 1.18426 -5.09479
43 H 0.54444 1.70413 -4.00828
44 H 0.89286 1.29500 -5.69723
45 I -1.24215 -0.17689 1.92185
46 C -1.27631 -0.35435 4.11960
47 C -2.32215 -0.97184 4.73804
48 C -2.31501 -1.05999 6.14219
49 C -1.29426 -0.51471 6.87116
50 C -0.21762 0.14038 6.23563
51 C 0.84487 0.72310 6.96100
52 C 1.90852 1.31692 6.33082
53 C 1.95357 1.37118 4.93522
54 C 0.92080 0.82582 4.19734
55 P 1.06191 0.91111 2.40741
56 C 2.41803 -0.06699 1.78771
57 C 2.85180 0.13243 0.47190
58 C 3.95528 -0.56345 0.02045
59 C 4.60486 -1.46274 0.85890
60 C 4.13892 -1.69588 2.14714
61 C 3.04267 -1.00083 2.61983
62 C 1.04860 2.58882 1.76955
63 C 2.27673 3.20166 1.50385
64 C 2.29946 4.54629 1.18054
65 C 1.11797 5.27062 1.11316
66 C -0.09797 4.65610 1.37806
67 C -0.13867 3.31672 1.71411
68 C -0.19018 0.20856 4.80833
69 H -3.14892 -1.38979 4.18462
70 H -3.13504 -1.56028 6.63514
71 H -1.29498 -0.57902 7.95078
72 H 0.79776 0.69342 8.03834
73 H 2.71919 1.73716 6.90204
74 H 2.79043 1.83962 4.43709
75 H 2.33049 0.82751 -0.17363
76 H 4.30753 -0.40631 -0.98701
77 H 5.48030 -1.98452 0.50721
78 H 4.62968 -2.41759 2.78329
79 H 2.68157 -1.16551 3.62579
80 H 3.20035 2.64730 1.56295
81 H 3.24323 5.03329 0.99561
82 H 1.14800 6.32252 0.88097
83 H -1.01410 5.22479 1.34812
84 H -1.08687 2.84506 1.93530
85 Cl -3.39409 2.88616 0.09695
86 C -3.67001 4.01671 -1.22534
87 Cl -3.02577 3.37371 -2.75412
88 H -3.14480 4.94336 -0.99509
89 H -4.74262 4.17241 -1.32415
90 Cl 4.42607 2.41295 -3.60666
91 C 3.52043 3.70128 -2.75304
92 Cl 4.52765 4.40363 -1.45703
93 Cl 2.97533 4.97212 -3.89044
94 C 2.37952 3.07842 -2.15500
95 N 1.47978 2.55356 -1.67738

Cartesian forces (eV/Å) of the 2 atoms listed first:
0.035 -0.477 -0.376
-0.397 -0.069 -0.350

Values from the calculation:
**Net charge**: +3
**Gap between HOMO and LUMO (spin up / spin down)**: 0.2008 / 0.2336 Ha
**DFT total energy**: -6905.8769 Ha
**<S²>**: 0.755
**Multiplicity**: 2
**HOMO level (spin up / spin down)**: -15.66 / -16.55 eV
**Energy relative to the best compared isomer or geometry (same formula, charge and spin)**: 23.36 kcal/mol

Electronic structure analysis, Löwdin charges in units of e: atom 1 (Tl): 0.777, atom 2 (C): -0.020, atom 3 (C): -0.703, atom 4 (C): -0.024, atom 5 (C): -0.024, atom 6 (O): -0.277, atom 7 (Ge): 1.087, atom 8 (O): -0.399, atom 9 (C): -0.712, atom 10 (C): -0.012, atom 11 (C): -0.029, atom 12 (C): -0.015, atom 13 (O): -0.408, atom 14 (C): -0.692, atom 15 (C): -0.021, atom 16 (C): -0.018, atom 17 (C): -0.017, atom 18 (H): 0.101, atom 19 (H): 0.084, atom 20 (H): 0.038, atom 21 (H): 0.101, atom 22 (H): 0.080, atom 23 (H): 0.094, atom 24 (H): 0.101, atom 25 (H): 0.039, atom 26 (H): 0.079, atom 27 (H): 0.089, atom 28 (H): 0.103, atom 29 (H): 0.061, atom 30 (H): 0.074, atom 31 (H): 0.085, atom 32 (H): 0.104, atom 33 (H): 0.035, atom 34 (H): 0.102, atom 35 (H): 0.084, atom 36 (H): 0.081, atom 37 (H): 0.094, atom 38 (H): 0.103, atom 39 (H): 0.090, atom 40 (H): 0.096, atom 41 (H): 0.057, atom 42 (H): 0.093, atom 43 (H): 0.038, atom 44 (H): 0.104, atom 45 (I): 1.352, atom 46 (C): -0.417, atom 47 (C): -0.083, atom 48 (C): -0.018, atom 49 (C): 0.029, atom 50 (C): -0.125, atom 51 (C): 0.044, atom 52 (C): -0.011, atom 53 (C): -0.037, atom 54 (C): -0.312, atom 55 (P): 0.997, atom 56 (C): -0.362, atom 57 (C): -0.073, atom 58 (C): -0.028, atom 59 (C): -0.005, atom 60 (C): -0.024, atom 61 (C): -0.056, atom 62 (C): -0.364, atom 63 (C): -0.080, atom 64 (C): -0.063, atom 65 (C): -0.008, atom 66 (C): -0.036, atom 67 (C): -0.118, atom 68 (C): -0.213, atom 69 (H): 0.120, atom 70 (H): 0.133, atom 71 (H): 0.140, atom 72 (H): 0.140, atom 73 (H): 0.130, atom 74 (H): 0.127, atom 75 (H): 0.076, atom 76 (H): 0.119, atom 77 (H): 0.131, atom 78 (H): 0.130, atom 79 (H): 0.121, atom 80 (H): 0.117, atom 81 (H): 0.093, atom 82 (H): 0.130, atom 83 (H): 0.121, atom 84 (H): 0.051, atom 85 (Cl): 0.509, atom 86 (C): -0.920, atom 87 (Cl): 0.531, atom 88 (H): 0.044, atom 89 (H): 0.055, atom 90 (Cl): 0.654, atom 91 (C): -1.549, atom 92 (Cl): 0.667, atom 93 (Cl): 0.669, atom 94 (C): -0.392, atom 95 (N): 0.161

# 3
Below is the molecule C22H29N5O4 in a non-equilibrium geometry, with properties calculated with ωB97M-V/def2-TZVPD.

Cartesian coordinates (Å):
1 C 3.83020 1.87795 -3.69134
2 O 3.01399 0.81430 -3.26942
3 C 1.62969 1.06253 -3.35043
4 C 1.10131 2.06295 -2.31600
5 C 1.33765 1.58582 -0.87998
6 N 0.49959 0.46327 -0.54572
7 C -0.84898 0.47986 -0.24352
8 C -1.60149 1.72477 -0.03432
9 O -1.07784 2.79610 0.23181
10 N -2.94594 1.59018 -0.18826
11 C -3.85355 2.55172 0.38775
12 C -4.46274 1.99635 1.68695
13 N -3.44320 1.32936 2.47139
14 C -3.96986 0.37259 3.42648
15 C -2.79761 -0.39831 4.03637
16 O -1.89592 0.46727 4.68221
17 C -1.40682 1.43009 3.77738
18 C -2.53996 2.24192 3.15240
19 C -1.28441 -0.81647 -0.06054
20 C -0.17513 -1.66085 -0.27706
21 C 0.00556 -3.07083 -0.25029
22 O -0.80732 -3.93678 0.00496
23 N 1.35607 -3.44382 -0.59446
24 C 1.63251 -4.78065 -0.62370
25 C 2.85561 -5.24972 -0.95789
26 C 3.88227 -4.33609 -1.29215
27 C 3.64396 -2.99648 -1.26130
28 C 4.66851 -1.96737 -1.60191
29 C 2.34560 -2.51598 -0.89371
30 N 2.15133 -1.22262 -0.87499
31 C 0.91133 -0.81931 -0.58537
32 H 3.54482 2.22263 -4.69316
33 H 4.84700 1.48994 -3.72056
34 H 3.79432 2.72793 -3.00150
35 H 1.37108 1.41627 -4.36106
36 H 1.16404 0.08651 -3.19225
37 H 0.03289 2.20856 -2.48218
38 H 1.59220 3.02776 -2.44723
39 H 1.12289 2.39908 -0.18441
40 H 2.37061 1.24643 -0.77558
41 H -3.30722 0.65475 -0.28960
42 H -4.65182 2.78512 -0.32283
43 H -3.27334 3.45670 0.57573
44 H -5.21927 1.24927 1.42862
45 H -4.96286 2.81170 2.23640
46 H -4.63288 -0.32602 2.91067
47 H -4.53706 0.86929 4.23411
48 H -3.14900 -1.09989 4.79496
49 H -2.27839 -0.94964 3.23762
50 H -0.73802 2.07639 4.34757
51 H -0.84108 0.93485 2.97357
52 H -2.11459 2.94147 2.43377
53 H -3.06539 2.80956 3.94147
54 H -2.26267 -1.14644 0.22865
55 H 0.79405 -5.41027 -0.36375
56 H 3.04217 -6.31050 -0.97341
57 H 4.85486 -4.71040 -1.57367
58 H 5.53951 -2.42497 -2.06253
59 H 4.97599 -1.44379 -0.69803
60 H 4.23275 -1.22404 -2.26672

Cartesian forces (eV/Å) of the 2 atoms listed first:
-0.013 0.012 -0.014
0.104 -0.085 0.110

Values from the calculation:
**Gap between HOMO and LUMO**: 0.2840 Ha
**DFT total energy**: -1430.5016 Ha
**Structure (SMILES)**: COCCCn1c(C(=O)NCCN2CCOCC2)cc2c(=O)n3cccc(C)c3nc21
**HOMO level**: -7.59 eV
**Energy relative to the best compared isomer or geometry (same formula, charge and spin)**: 40.65 kcal/mol

Electronic structure analysis, Löwdin charges in units of e: atom 1 (C): -0.108, atom 2 (O): -0.212, atom 3 (C): -0.226, atom 4 (C): -0.130, atom 5 (C): -0.116, atom 6 (N): 0.039, atom 7 (C): -0.119, atom 8 (C): -0.438, atom 9 (O): 0.049, atom 10 (N): 0.073, atom 11 (C): -0.156, atom 12 (C): -0.176, atom 13 (N): -0.179, atom 14 (C): -0.169, atom 15 (C): -0.195, atom 16 (O): -0.128, atom 17 (C): -0.185, atom 18 (C): -0.157, atom 19 (C): 0.059, atom 20 (C): -0.061, atom 21 (C): -0.350, atom 22 (O): 0.071, atom 23 (N): 0.106, atom 24 (C): -0.035, atom 25 (C): -0.053, atom 26 (C): -0.021, atom 27 (C): -0.191, atom 28 (C): -0.037, atom 29 (C): -0.195, atom 30 (N): 0.200, atom 31 (C): -0.227, atom 32 (H): 0.091, atom 33 (H): 0.089, atom 34 (H): 0.084, atom 35 (H): 0.123, atom 36 (H): 0.120, atom 37 (H): 0.118, atom 38 (H): 0.110, atom 39 (H): 0.118, atom 40 (H): 0.126, atom 41 (H): 0.127, atom 42 (H): 0.119, atom 43 (H): 0.113, atom 44 (H): 0.117, atom 45 (H): 0.125, atom 46 (H): 0.122, atom 47 (H): 0.130, atom 48 (H): 0.125, atom 49 (H): 0.122, atom 50 (H): 0.128, atom 51 (H): 0.124, atom 52 (H): 0.108, atom 53 (H): 0.132, atom 54 (H): 0.116, atom 55 (H): 0.127, atom 56 (H): 0.105, atom 57 (H): 0.115, atom 58 (H): 0.079, atom 59 (H): 0.090, atom 60 (H): 0.065